The following is a quantum chemistry calculation of a molecular structure, C10H20BrN2O7V, from OMol25.

ORCA input file:
```
! RIJCOSX wB97M-V def2-TZVPD def2/J DEFGRID3
* xyz -2 3
O 23.665 -29.987 25.270
V 22.295 -30.809 24.808
C 23.421 -33.366 21.673
C 23.260 -32.440 22.838
O 23.212 -32.895 23.985
O 23.123 -31.249 22.676
H 24.462 -33.690 21.673
H 23.280 -32.823 20.739
H 22.851 -34.294 21.625
C 18.586 -29.005 24.174
C 19.975 -29.522 24.251
O 20.136 -30.707 23.882
O 20.933 -29.041 24.833
H 18.524 -28.070 23.617
H 18.158 -28.774 25.150
H 18.001 -29.614 23.485
Br 21.721 -31.553 27.257
C 19.657 -26.360 27.178
O 19.097 -25.301 27.068
N 20.969 -26.437 27.424
C 21.624 -27.704 27.787
C 21.804 -25.259 27.362
H 19.060 -27.285 27.194
H 22.215 -27.320 28.618
H 22.278 -28.017 26.973
H 20.948 -28.506 28.084
H 22.138 -24.974 28.360
H 22.626 -25.473 26.679
H 21.378 -24.397 26.850
C 24.795 -29.234 28.135
O 25.072 -28.157 27.540
N 24.649 -29.337 29.435
C 24.220 -30.627 30.026
C 25.086 -28.264 30.342
H 24.495 -30.166 27.630
H 23.445 -31.017 29.366
H 23.962 -30.566 31.083
H 25.055 -31.307 29.859
H 25.927 -28.538 30.980
H 25.273 -27.313 29.843
H 24.278 -27.921 30.988
*
```

Values from the calculation:
F_max = 4.1 eV/Å
HOMO energy (alpha / beta) = 0.75 / -1.71 eV
DFT total energy = -4547.37339 Eh
gap between HOMO and LUMO (alpha / beta) = 4.03 / 6.48 eV

***

The following is a quantum chemistry calculation of a molecular structure, C9H21CeClI2NP2S, from OMol25.

ORCA input file:
```
! RIJCOSX wB97M-V def2-TZVPD def2/J DEFGRID3
* xyz 2 2
I -0.054 3.134 -0.379
I -0.045 -3.184 -0.167
Ce -0.056 -0.028 -0.291
P -2.670 -0.044 -0.891
C -3.510 0.024 0.717
C -3.214 1.392 -1.841
H -4.272 1.229 -2.100
H -4.283 -1.400 -1.990
H -2.575 1.449 -2.734
H -2.590 -1.673 -2.615
H -3.176 0.937 1.235
H -3.047 2.315 -1.264
C -3.224 -1.545 -1.725
H -4.604 0.024 0.617
H -3.057 -2.422 -1.081
H -3.184 -0.851 1.302
P 2.573 -0.029 -0.897
C 3.440 0.048 0.700
C 3.144 -1.529 -1.726
H 2.472 1.468 -2.735
H 4.174 1.249 -2.112
H 2.954 2.331 -1.265
C 3.117 1.409 -1.846
H 2.518 -1.660 -2.621
H 4.205 -1.381 -1.981
H 4.534 0.054 0.607
H 3.124 -0.828 1.291
H 2.975 -2.406 -1.082
H 3.107 0.963 1.215
Cl -0.047 -0.125 -2.995
S -0.882 0.177 4.837
C 0.842 0.177 4.516
C 1.051 0.126 3.185
N -0.070 0.082 2.351
C -1.160 0.106 3.134
H 1.623 0.215 5.300
H 2.016 0.115 2.654
H -2.150 0.083 2.677
*
```

Values from the calculation:
F_max = 1.8 eV/Å
HOMO energy (alpha / beta) = -15.88 / -14.22 eV
DFT total energy = -3021.35029 Eh
relative energy (zero: lowest compared OMol25 entry of this formula, charge and spin) = 6.5 kcal/mol
gap between HOMO and LUMO (alpha / beta) = 8.66 / 2.81 eV

***

The following is a quantum chemistry calculation of C5H5NO2 in the gas phase, from OMol25.

ORCA input file:
```
! RIJCOSX wB97M-V def2-TZVPD def2/J DEFGRID3
* xyz 0 1
C 2.924 0.173 -0.374
C 1.810 0.312 0.015
C 0.482 0.337 0.430
C -0.287 -1.040 0.255
N -1.371 -0.016 -0.355
O -2.754 -0.213 -0.145
C -0.586 1.158 -0.028
O -0.827 2.373 0.006
H 3.723 -0.066 -1.020
H 0.350 0.560 1.493
H -0.697 -1.408 1.191
H 0.301 -1.719 -0.343
H -3.069 -0.451 -1.126
*
```

Values from the calculation:
F_max = 5.3 eV/Å
HOMO energy = -9.83 eV
DFT total energy = -398.57137 Eh
relative energy (zero: lowest compared OMol25 entry of this formula, charge and spin) = 130.0 kcal/mol
SMILES string = C#C[C@@H]1CN(O)C1=O
gap between HOMO and LUMO = 10.45 eV

***

The following is a quantum chemistry calculation of a molecular structure, CH4ClPS2, from OMol25.

ORCA input file:
```
! RIJCOSX wB97M-V def2-TZVPD def2/J DEFGRID3
* xyz 0 1
C -0.587 0.702 -0.835
P 2.885 -0.429 1.500
S 0.296 -0.134 0.656
S 2.099 -1.486 3.114
Cl 3.252 1.226 2.510
H 0.202 1.247 -1.359
H -1.000 -0.100 -1.579
H -1.349 1.380 -0.250
H 1.966 -2.557 2.532
*
```

Values from the calculation:
F_max = 4.2 eV/Å
HOMO energy (alpha / beta) = -8.39 / -8.39 eV
DFT total energy = -1638.37316 Eh
relative energy (zero: lowest compared OMol25 entry of this formula, charge and spin) = 70.0 kcal/mol
gap between HOMO and LUMO (alpha / beta) = 7.19 / 7.19 eV